# 1
Density functional theory data (ωB97M-V/def2-TZVPD) for a molecular structure, C37H36FMoN5O6 in a non-equilibrium geometry.

Each line ends with the Löwdin charge.
Cartesian coordinates (Å):
1 Mo -0.041100 -0.144100 -0.359500  1.7698
2 C -0.010600 -2.088800 6.704100  -0.0331
3 C 0.101300 -1.447100 5.359300  -0.2553
4 C 0.436800 -0.093700 5.240100  0.0297
5 C 0.593300 0.521700 4.010500  -0.1417
6 C 0.859800 1.959500 3.944800  0.0825
7 N 2.063900 2.473300 3.970800  0.1321
8 C 3.265000 1.677100 3.965800  -0.1255
9 C 3.783800 1.499100 2.529100  -0.1159
10 C 4.572700 0.192100 2.356100  -0.1289
11 N 3.991900 -0.591900 1.295400  0.0740
12 C 4.652300 -1.230600 0.374300  0.0292
13 C 4.060000 -1.892300 -0.713500  -0.1002
14 C 4.892100 -2.576300 -1.621700  0.0438
15 C 4.407100 -3.137400 -2.783300  -0.2503
16 C 5.290500 -3.918600 -3.697700  -0.0351
17 C 3.063200 -2.923700 -3.096600  0.0668
18 C 2.178300 -2.276000 -2.234000  -0.1063
19 C 0.797700 -2.209500 -2.600800  -0.0401
20 N -0.175200 -1.613400 -2.000300  -0.0809
21 C -1.507900 -1.930900 -2.477300  -0.1919
22 C -2.394700 -2.290000 -1.280800  -0.1411
23 C -1.574200 -2.925100 -0.165000  -0.1872
24 N -0.825100 -1.929300 0.603500  -0.0806
25 C -0.599500 -2.284800 1.827800  -0.0603
26 C -0.074200 -1.548300 2.926500  -0.1043
27 C -0.185300 -2.136800 4.202400  0.0415
28 C 0.456500 -0.234300 2.800300  -0.3011
29 O 0.835400 0.268900 1.679700  -0.1686
30 C 2.637600 -1.816600 -0.956400  -0.2627
31 O 1.832400 -1.393300 -0.063200  -0.1376
32 H 0.722800 -1.680800 7.395100  0.0863
33 H 0.132300 -3.163700 6.630100  0.0880
34 H -1.000900 -1.907900 7.121500  0.0952
35 H 0.576500 0.488300 6.139700  0.1373
36 H 0.023000 2.645700 3.907700  0.1523
37 H 2.179000 3.478000 3.909800  0.1835
38 H 3.011500 0.702200 4.387700  0.1279
39 H 4.015600 2.154900 4.596100  0.1484
40 H 4.393400 2.352300 2.234300  0.1262
41 H 2.914900 1.465600 1.864400  0.0985
42 H 4.537300 -0.393600 3.282700  0.1348
43 H 5.623700 0.384400 2.128400  0.1371
44 H 2.965700 -0.606500 1.209400  0.1214
45 H 5.736600 -1.221500 0.435000  0.1564
46 H 5.943400 -2.667000 -1.391100  0.1318
47 H 6.169700 -4.284200 -3.173600  0.0855
48 H 5.618900 -3.295500 -4.528000  0.0944
49 H 4.760500 -4.769600 -4.117100  0.0876
50 H 2.693300 -3.285500 -4.045700  0.1368
51 H 0.560400 -2.801100 -3.489800  0.1458
52 H -1.474800 -2.778700 -3.171600  0.1279
53 H -1.926200 -1.077700 -3.017100  0.1116
54 H -3.158600 -2.994700 -1.609300  0.1263
55 H -2.900100 -1.405900 -0.891000  0.0914
56 H -0.870500 -3.654000 -0.586900  0.1354
57 H -2.252500 -3.460000 0.507800  0.1264
58 H -0.938100 -3.282400 2.119700  0.1415
59 H -0.523300 -3.160200 4.275300  0.1328
60 O -2.307500 2.169000 2.350700  0.1938
61 C -1.492900 1.719000 1.401500  -0.3904
62 O -1.567500 0.521900 0.989500  -0.0795
63 C -0.523900 2.581400 0.814700  -0.1601
64 C -0.357600 3.965200 1.003800  0.0478
65 C 0.630900 4.621200 0.302000  0.0020
66 C 1.452700 3.895200 -0.571700  0.0799
67 C 1.214400 2.542500 -0.726300  -0.1221
68 N 0.247300 1.893500 -0.071400  0.0123
69 C 1.983000 1.578500 -1.588700  -0.5421
70 O 3.041800 1.821500 -2.116300  0.1255
71 O 1.359200 0.443200 -1.635400  -0.2100
72 H -2.978000 1.507500 2.587700  0.1674
73 H -1.022400 4.479400 1.678000  0.1328
74 H 0.770100 5.683900 0.415600  0.1254
75 H 2.243400 4.363700 -1.135300  0.1410
76 F -3.901900 2.826600 -4.425500  0.0897
77 C -3.106200 2.197900 -3.560300  -0.2806
78 C -1.787000 1.949700 -3.892700  0.0097
79 C -0.979400 1.295500 -2.980800  -0.1120
80 C -1.431300 0.855400 -1.728400  -0.2386
81 C -2.779200 1.127200 -1.452300  -0.1267
82 C -3.613500 1.782600 -2.342100  0.0052
83 H -1.403400 2.267700 -4.849200  0.1260
84 H 0.044400 1.108900 -3.280000  0.1012
85 H -3.232000 0.792200 -0.526900  0.0896
86 H -4.650700 1.965100 -2.107200  0.1238

Force components x, y, z for each atom (eV/Å):
Mo 1.182 -1.457 0.894
C -0.145 0.006 0.113
C 0.174 0.380 0.011
C -0.140 -0.212 0.131
C -0.045 -0.745 -0.483
C 1.655 0.482 0.041
N -2.095 -0.425 -0.079
C 0.857 -0.662 -0.177
C -0.083 0.065 -0.048
C 0.289 0.111 0.418
N -0.440 0.005 -0.185
C -0.058 -0.151 -0.140
C -0.568 -0.091 -0.138
C -0.348 -0.054 -0.293
C 0.192 0.129 0.307
C 0.115 0.035 -0.237
C -0.212 0.294 0.560
C 0.722 0.143 0.232
C -0.430 -0.026 0.045
N 0.520 0.083 -0.236
C -0.841 -0.125 -0.301
C 0.221 -0.037 0.002
C -0.490 -0.515 -0.434
N 0.358 -0.269 1.087
C -0.414 -0.411 -1.039
C 0.467 0.685 0.801
C 0.050 0.414 -0.494
C -0.047 -0.366 0.657
O -0.130 0.255 -0.626
C 0.197 -0.369 -0.373
O -0.196 0.287 0.288
H 0.040 -0.050 0.078
H 0.026 -0.046 0.077
H -0.031 -0.051 0.116
H 0.016 0.067 0.192
H 0.042 0.329 -0.022
H -0.175 0.134 0.068
H 0.035 0.182 0.018
H -0.151 0.014 0.080
H -0.023 0.038 -0.020
H 0.086 0.010 0.056
H 0.070 0.055 -0.079
H -0.119 -0.063 0.028
H 0.088 -0.152 -0.096
H 0.016 0.048 0.089
H 0.171 -0.007 0.036
H 0.052 -0.031 -0.029
H 0.103 -0.014 -0.101
H 0.000 -0.106 -0.023
H -0.112 -0.103 -0.104
H -0.163 0.052 0.122
H 0.129 0.073 0.110
H 0.071 -0.179 0.070
H -0.031 0.021 0.049
H -0.016 -0.047 -0.034
H -0.080 0.049 0.092
H 0.170 0.032 -0.055
H -0.097 0.065 -0.084
H -0.068 -0.151 -0.037
O 0.852 0.177 -0.702
C -1.984 -3.055 0.267
O -0.769 2.654 1.028
C 1.661 1.490 -1.150
C -0.578 -1.348 0.194
C 0.757 -0.201 -0.679
C -0.615 0.436 0.597
C -0.208 -0.660 0.051
N -0.224 2.070 0.661
C 0.435 -0.194 -0.183
O -0.131 0.392 0.150
O 0.486 0.484 -0.939
H 0.093 -0.160 -0.103
H -0.094 0.140 0.089
H -0.008 0.133 0.019
H 0.115 -0.006 -0.086
F -0.093 0.093 -0.097
C 0.220 -0.249 0.256
C -0.338 0.140 -0.033
C 0.401 -0.091 0.192
C -0.283 0.146 -0.174
C 0.159 -0.228 0.201
C -0.033 0.165 -0.285
H 0.023 0.033 -0.123
H -0.092 -0.030 -0.048
H -0.011 0.021 -0.022
H -0.112 0.020 0.018

For the frontier orbital gap (spin up / spin down), the calculation gives 5.38 / 5.50 eV. The total energy is -63249.9183 eV. The calculation puts the HOMO energy (spin up / spin down) at -12.1 / -12.3 eV. As for the spin multiplicity: 1. As for the charge: +2. The molecular weight is 761.7 g mol⁻¹.


# 2
Density functional theory data (ωB97M-V/def2-TZVPD) for a molecular structure, C37H36GdN7O2 in a non-equilibrium geometry.

Each line ends with the Mulliken spin population.
Cartesian coordinates (Å):
1 Gd 0.170525 -0.089837 0.551596  5.2631
2 C -0.500017 0.852448 3.923737  0.0039
3 C -1.437914 -0.354499 3.977218  0.0040
4 C -0.753067 -1.665225 3.679947  0.0000
5 C -0.801798 -2.705341 4.591802  -0.0003
6 C -0.176414 -3.907777 4.299446  0.0007
7 C 0.484627 -4.045493 3.089584  -0.0032
8 C 0.491706 -2.969771 2.232494  -0.0066
9 N -0.098124 -1.799441 2.515427  -0.0180
10 N -0.455369 1.510606 2.593468  -0.0324
11 C -1.704188 2.254642 2.363748  0.0034
12 C -2.674348 1.581662 1.420931  -0.0016
13 C -3.929352 2.129106 1.232344  -0.0008
14 C -4.804860 1.521557 0.347011  0.0004
15 C -4.407035 0.368417 -0.317355  -0.0018
16 C -3.143982 -0.118711 -0.073609  0.0030
17 N -2.282625 0.481544 0.770631  -0.0471
18 C 0.701430 2.426104 2.533992  0.0004
19 C 2.011741 1.683915 2.690065  0.0056
20 C 3.069384 2.261295 3.364140  0.0005
21 C 4.232441 1.528714 3.543609  -0.0001
22 C 4.291896 0.229512 3.062788  0.0002
23 C 3.201797 -0.262733 2.379462  0.0046
24 N 2.089158 0.453665 2.164027  -0.0387
25 H 0.502952 0.533650 4.184782  -0.0009
26 H -0.804832 1.591717 4.669568  0.0003
27 H -2.268306 -0.222255 3.280719  0.0005
28 H -1.875018 -0.411220 4.969902  -0.0001
29 H -1.333202 -2.571654 5.526441  -0.0001
30 H -0.211554 -4.730326 5.005502  0.0000
31 H 0.973913 -4.970147 2.808883  -0.0002
32 H 0.963502 -3.050079 1.260371  -0.0016
33 H -1.473173 3.245279 1.972967  0.0004
34 H -2.215641 2.423054 3.310936  -0.0003
35 H -4.216156 3.027954 1.773093  -0.0001
36 H -5.792653 1.939486 0.181952  0.0000
37 H -5.066915 -0.150111 -0.999811  0.0000
38 H -2.780517 -1.011807 -0.557347  -0.0006
39 H 0.639378 3.189809 3.308805  0.0000
40 H 0.689686 2.941535 1.572665  -0.0008
41 H 2.975698 3.265531 3.757951  -0.0001
42 H 5.073659 1.959143 4.074436  0.0000
43 H 5.166366 -0.393116 3.216967  0.0001
44 H 3.208995 -1.277071 1.992633  0.0001
45 O 0.330183 3.800231 -6.093877  0.7631
46 N 1.459456 3.675132 -5.643860  0.3825
47 O 2.457360 4.195509 -6.099966  0.7700
48 C 1.615263 2.877930 -4.393159  -0.0374
49 C 2.739756 2.169247 -4.296375  0.1105
50 C 2.956834 1.317461 -3.169830  -0.0208
51 C 4.101252 0.507037 -3.079513  0.0145
52 C 4.257991 -0.306589 -1.995339  -0.0108
53 C 3.269597 -0.284168 -1.013641  0.0166
54 N 2.192532 0.475019 -1.065823  -0.0079
55 C 2.016990 1.265733 -2.143424  0.0166
56 C 0.815247 2.070170 -2.233848  -0.0107
57 N -0.066949 2.014192 -1.200948  -0.0196
58 C -1.161642 2.747856 -1.283428  -0.0031
59 C -1.456356 3.579897 -2.358390  0.0039
60 C -0.581907 3.642238 -3.405110  0.0134
61 C 0.596668 2.868750 -3.366901  0.0174
62 H 3.482095 2.229104 -5.079255  -0.0050
63 H 4.838241 0.531801 -3.874591  0.0003
64 H 5.116461 -0.957777 -1.888324  0.0001
65 H 3.372709 -0.922614 -0.144073  0.0030
66 H -1.851494 2.694911 -0.456789  -0.0013
67 H -2.368523 4.163196 -2.357516  -0.0001
68 H -0.791023 4.269478 -4.254010  -0.0150
69 C -1.125605 -4.986290 -2.167229  -0.0004
70 C -1.450238 -3.556892 -2.630536  -0.0075
71 C -2.971243 -3.334303 -2.609058  -0.0003
72 C -0.911319 -3.326100 -4.052870  -0.0006
73 C -0.814879 -2.594472 -1.708419  -0.0167
74 C -0.260236 -1.809130 -0.950901  -0.0892
75 H -1.592747 -5.705295 -2.845359  0.0002
76 H -1.503477 -5.167654 -1.157785  -0.0002
77 H -0.047315 -5.161049 -2.170399  -0.0002
78 H -3.458012 -4.042508 -3.285196  0.0000
79 H -3.220917 -2.321608 -2.941787  -0.0003
80 H -3.375536 -3.490354 -1.604258  -0.0005
81 H -1.388241 -4.025996 -4.744302  0.0002
82 H 0.168375 -3.487132 -4.090219  -0.0002
83 H -1.121130 -2.308696 -4.391578  -0.0002

Force components x, y, z for each atom (eV/Å):
Gd -0.028 0.164 -0.258
C -0.098 -0.045 -0.118
C 0.088 -0.041 -0.122
C 0.042 0.067 -0.105
C -0.023 -0.156 0.163
C -0.037 -0.060 0.097
C 0.029 -0.222 0.127
C -0.040 0.197 -0.061
N -0.103 0.301 -0.427
N 0.191 -0.071 0.037
C 0.004 -0.135 -0.111
C 0.084 -0.173 0.079
C -0.299 0.190 0.041
C -0.129 0.060 -0.018
C -0.177 0.071 0.066
C 0.153 0.066 0.123
N 0.202 -0.054 -0.171
C 0.123 -0.236 -0.017
C -0.110 -0.009 -0.130
C 0.150 0.045 0.139
C 0.084 0.070 0.055
C 0.210 -0.030 0.087
C -0.206 0.027 -0.099
N 0.097 -0.093 0.012
H 0.132 -0.045 0.035
H -0.020 0.075 0.037
H -0.036 0.002 0.026
H -0.032 -0.036 0.089
H 0.036 -0.028 -0.060
H -0.002 0.082 -0.055
H -0.043 0.083 0.033
H 0.018 0.016 -0.091
H 0.043 0.084 -0.092
H -0.082 0.096 0.130
H 0.025 -0.151 -0.072
H 0.101 -0.041 0.025
H 0.031 0.037 0.014
H 0.097 -0.123 -0.106
H -0.011 0.171 0.129
H -0.046 0.061 -0.147
H 0.014 -0.046 0.019
H -0.056 -0.031 -0.036
H -0.109 0.089 -0.021
H -0.028 0.043 0.035
O -4.803 1.334 -3.010
N 0.278 -4.879 7.526
O 4.363 2.970 -3.210
C -0.676 1.131 -1.582
C 0.585 -0.454 0.334
C 0.256 0.172 -0.320
C 0.072 0.061 -0.146
C 0.162 -0.130 0.011
C -0.025 -0.096 0.226
N -0.360 -0.260 0.418
C -0.154 0.024 0.143
C -0.005 -0.136 0.154
N 0.016 -0.354 0.136
C 0.060 0.067 0.007
C -0.182 0.149 -0.001
C 0.274 -0.101 -0.090
C -0.059 0.072 -0.121
H 0.049 -0.065 -0.015
H -0.044 0.010 0.047
H -0.071 0.054 -0.002
H -0.011 -0.002 -0.051
H -0.074 -0.024 0.040
H 0.061 -0.044 0.013
H -0.036 0.080 -0.068
C 0.012 -0.007 -0.009
C 0.014 0.076 0.021
C -0.029 0.013 -0.002
C 0.016 -0.025 0.022
C 0.222 0.131 0.136
C -0.184 -0.105 0.040
H 0.035 0.052 0.055
H 0.018 0.022 -0.080
H -0.075 0.014 -0.006
H 0.044 0.062 0.062
H 0.017 -0.091 0.030
H 0.029 0.012 -0.084
H 0.036 0.053 0.060
H -0.073 0.010 0.006
H 0.002 -0.068 0.029

For the frontier orbital gap (spin up / spin down), the calculation gives 5.91 / 6.19 eV. The total energy is -74294.2049 eV. The calculation puts the HOMO energy (spin up / spin down) at -12.2 / -13.9 eV. As for the spin multiplicity: 8. As for the charge: +2. The molecular weight is 768.0 g mol⁻¹.